Record 1
19
Properties=species:S:1:pos:R:3 method="wB97M-V/def2-TZVPD" gap_ev=10.060 multiplicity=1 charge=0 e_homo_ev=-9.08
C -1.16492 1.93975 0.28679
C -0.97570 -1.84085 -0.66129
C 0.79437 0.34567 0.34702
C -0.64007 0.55429 0.04608
C 1.56888 -0.17330 -0.80264
C -1.40049 -0.42429 -0.43734
C 1.35954 0.60793 1.52046
N 2.30949 -1.18734 -0.85266
H 2.41001 -1.68430 0.03360
H 1.43229 0.37032 -1.73385
H -2.43287 -0.20637 -0.67528
H -1.15143 2.16723 1.35045
H -0.53673 2.67638 -0.21285
H -2.18219 2.03509 -0.07313
H 0.79424 0.98192 2.35645
H 2.41650 0.45931 1.68190
H -0.59021 -1.97253 -1.67327
H -0.18615 -2.13766 0.03466
H -1.82455 -2.51127 -0.53513

Record 2
19
Properties=species:S:1:pos:R:3 method="wB97M-V/def2-TZVPD" gap_ev=9.853 multiplicity=1 charge=0 e_homo_ev=-9.01
C -1.45499 0.89156 1.78182
C 1.27947 -1.62482 0.51158
C -0.86209 0.36105 -0.57046
C -0.56577 0.12319 0.84334
C 0.01480 0.13594 -1.78186
C 0.36498 -0.73150 1.28388
C 1.24919 0.68130 -1.90768
N -1.81198 1.07065 -1.01418
H -1.34175 1.04478 -2.17656
H -0.30894 -0.71598 -2.37450
H 0.43204 -0.85256 2.36037
H -1.25491 1.96017 1.69665
H -1.30044 0.57502 2.81140
H -2.49918 0.75707 1.50153
H 2.31313 -1.29155 0.62686
H 1.22646 -2.63876 0.91272
H 1.05207 -1.68169 -0.54841
H 1.69814 1.24520 -1.10348
H 1.76976 0.69093 -2.85301

Record 3
19
Properties=species:S:1:pos:R:3 method="wB97M-V/def2-TZVPD" gap_ev=9.571 multiplicity=1 smiles="C=C1CCC1.CC#N" charge=0 e_homo_ev=-8.87
C -1.75697 -0.52466 -0.60082
C -0.23364 2.10606 0.56928
C 1.81184 -0.55048 -0.44938
C 0.83641 -0.26096 0.76565
C 1.51421 0.86357 -0.94516
C 0.51586 1.09832 0.20765
C -2.13608 -1.54413 0.36402
N -1.31453 -0.02621 -1.55666
H -0.51921 2.76113 -0.14975
H -0.95213 2.06115 1.33947
H 2.81708 -0.75693 -0.07002
H 1.34185 -1.19470 -1.18409
H 0.13773 -1.16531 0.90528
H 1.32231 -0.15611 1.73298
H 2.36479 1.51979 -0.96089
H 0.89734 0.99062 -1.84731
H -3.20866 -1.55163 0.43911
H -1.83891 -1.21371 1.41307
H -1.59931 -2.45582 0.02756

Record 4
19
Properties=species:S:1:pos:R:3 method="wB97M-V/def2-TZVPD" gap_ev=10.308 multiplicity=1 charge=0 e_homo_ev=-9.23
C 0.73105 0.44889 -0.23597
C 0.77509 -0.88384 0.42948
C -0.37981 -1.27306 -0.51172
C 0.47851 -0.38122 -1.52402
C -1.46213 -0.27684 -0.11046
C -1.44569 0.30096 1.22750
C -0.63942 0.98103 0.09455
H 1.41919 1.69108 1.01188
H 2.54852 1.28219 0.10994
H 1.73500 -1.43797 0.13503
H 0.58180 -1.19632 1.43155
H -0.72532 -2.33270 -0.64403
H 1.32024 -0.88936 -1.94018
H -0.02937 0.09697 -2.35598
H -2.34673 -0.24111 -0.70480
H -0.87423 -0.14727 2.04457
H -2.35646 0.68469 1.68755
H -0.92088 1.97721 -0.19642
N 1.59063 1.59665 0.05154

Record 5
19
Properties=species:S:1:pos:R:3 method="wB97M-V/def2-TZVPD" gap_ev=9.702 multiplicity=1 smiles="C[C@@]12C=CC[C@H]1CN2" charge=0 e_homo_ev=-8.71
C -0.59264 1.68796 0.74953
C -0.26874 0.47015 -0.24565
C -1.58713 -1.14113 0.07525
C -0.14488 -1.08442 -0.04433
C 1.18388 -1.22637 0.55082
C 1.85480 -0.15706 -0.31524
C 1.13479 0.92779 -0.74126
H -0.38902 2.66311 -0.02810
H -1.59884 1.60135 1.25789
H 0.06405 1.75974 1.50772
H -1.72459 -0.21301 -1.61683
H -1.66350 -0.84689 1.21196
H -2.20235 -1.94507 -0.31815
H 0.23354 -1.53037 -1.08724
H 1.69650 -2.18533 0.25033
H 1.39630 -0.77036 1.46077
H 2.98497 0.21178 -0.37225
H 1.31804 1.68399 -1.52801
N -1.69519 0.09413 -0.76720

Record 6
19
Properties=species:S:1:pos:R:3 method="wB97M-V/def2-TZVPD" gap_ev=8.319 multiplicity=1 charge=0 e_homo_ev=-7.40
C -1.14254 -1.65105 0.29488
C -0.28376 1.72852 1.02554
C 0.06921 -0.78097 0.13217
C -0.09204 0.73536 -0.07439
N 2.46509 -0.47032 0.50825
C 1.26488 -1.13952 0.63517
C -0.95386 0.86880 -2.52725
C -0.51074 0.68094 -1.31630
H 3.12917 -0.61091 1.25403
H 2.38579 0.50046 0.24217
H 1.36759 -2.09921 1.12857
H -0.87212 -2.70182 0.38507
H -1.74510 -1.36301 1.15766
H -1.78465 -1.58431 -0.58377
H 0.31914 1.44622 1.88721
H 0.01529 2.71561 0.66960
H -1.33314 1.79559 1.32213
H -1.96891 1.17277 -2.73930
H -0.32934 0.75685 -3.40145

Record 7
19
Properties=species:S:1:pos:R:3 method="wB97M-V/def2-TZVPD" s2=2.020 gap_ev="7.475 / 8.891" multiplicity=3 charge=0 e_homo_ev="-6.52 / -9.04"
C 0.19647 -1.55892 -1.45072
C 0.10422 0.63994 -1.85186
C -0.01668 1.94047 -1.67994
C 0.77082 -1.39087 0.06273
C 0.07880 -0.27962 0.76975
C 0.83283 0.73104 1.53098
C -1.36233 -0.47620 1.08743
N 0.16828 -0.52031 -2.29488
H -0.36391 -2.40530 -1.70508
H -0.84243 2.47583 -2.18635
H 0.55427 2.50597 -0.97386
H 0.75068 -2.36474 0.43184
H 1.70184 -1.17124 -0.14801
H 1.07392 1.56889 0.77014
H 1.80304 0.42127 1.90423
H 0.19021 1.15108 2.28254
H -1.97312 -1.34322 0.72233
H -2.00146 0.39523 0.57701
H -1.66543 -0.31931 2.15173

Record 8
20
Properties=species:S:1:pos:R:3 method="wB97M-V/def2-TZVPD" gap_ev=8.263 multiplicity=1 smiles=Cc1cc[nH+]c(C)c1N charge=+1 e_homo_ev=-12.39
C -0.39114 0.64836 1.93643
C 0.89698 1.20617 1.68730
C -0.89136 -0.30533 1.06693
C -0.17989 -0.22216 -0.23018
C 1.15641 0.39973 -0.56379
C -2.20390 -1.06859 0.81484
C 1.65659 0.14120 -1.77549
N 1.61279 1.04811 0.58421
N -0.68019 -0.72989 -1.34991
H -0.98170 1.00351 2.75201
H 1.34054 1.71951 2.57252
H -1.89601 -2.04115 1.18913
H -2.95469 -0.55848 1.41306
H -2.57907 -1.15808 -0.17912
H 1.01847 -0.55426 -2.18356
H 1.55008 1.10644 -2.47087
H 2.66036 -0.31142 -1.99436
H 2.53204 1.43512 0.43330
H -0.56610 -0.06800 -2.10502
H -1.10018 -1.69081 -1.59745

Record 9
21
Properties=species:S:1:pos:R:3 method="wB97M-V/def2-TZVPD" gap_ev=8.546 multiplicity=1 charge=+1 e_homo_ev=-13.22
C -1.40437 -1.92424 -1.12336
C -2.78286 -2.03125 -1.00515
C -2.44006 0.01492 -0.39811
C -1.25519 -0.63970 -0.60317
C 2.13035 1.76315 0.52976
C 1.24473 -0.41157 1.60863
C 0.87774 0.82756 0.65977
N 0.62244 0.73687 -1.71832
N 0.39062 0.40007 -0.62464
O -3.41434 -0.92898 -0.58705
H -0.82889 -2.73257 -1.39018
H -3.35309 -2.83121 -1.52318
H -2.74634 0.98459 -0.29334
H 3.02807 1.23774 0.09233
H 2.01523 2.64451 0.03244
H 2.51584 1.98234 1.59245
H 2.18207 -0.17268 2.02251
H 1.31902 -1.33295 0.98474
H 0.62615 -0.35637 2.48664
H -0.04707 1.28975 0.94607
H 1.31994 1.48003 -1.68885

Record 10
21
Properties=species:S:1:pos:R:3 method="wB97M-V/def2-TZVPD" gap_ev=8.539 multiplicity=1 charge=+1 e_homo_ev=-12.45
C -0.57947 1.43655 1.09936
C -0.92023 0.53941 0.02431
C 0.78112 1.45949 1.28389
C 0.34273 -0.01217 -0.43095
C 1.27970 0.46398 0.34593
C 3.31440 -0.32782 -0.19490
C -4.04945 -0.56898 -0.54174
N -3.29545 -1.28973 0.11606
N 3.24450 -1.02314 -1.27102
O 4.34878 -0.09931 0.50027
H -1.22992 2.09892 1.68468
H -1.47899 -0.37390 0.61005
H 1.18776 2.30919 1.76904
H 0.46876 -0.71602 -1.19913
H -3.70752 0.21625 -1.12862
H -5.09390 -0.69864 -0.60406
H -3.77072 -2.02835 0.65226
H -1.53838 1.00994 -0.64004
H 2.39752 -1.38177 -1.61252
H 4.05619 -1.63479 -1.59786
H 4.24257 0.62087 1.13500

Record 11
22
Properties=species:S:1:pos:R:3 method="wB97M-V/def2-TZVPD" gap_ev="7.215 / 7.513" multiplicity=1 charge=-1 e_homo_ev="-3.48 / -3.80"
C 2.09308 0.08284 -0.35611
C 0.92512 -0.51349 0.44291
C 0.08951 -1.58052 -0.21152
C -0.95786 1.13169 0.02662
C -0.12380 -2.97210 0.41365
C -0.30390 1.71944 -1.19377
C -1.00121 2.08962 1.18244
N -1.39550 -1.13161 -0.32850
N -1.71730 0.02797 -0.10849
O 2.95776 0.64209 0.31576
O 1.98827 -0.14241 -1.61164
H 1.04687 -0.42005 1.51549
H 0.40307 -1.62767 -1.35101
H -0.22806 -3.67308 -0.44495
H -1.15271 -3.03199 0.79902
H 0.66694 -3.28184 0.98633
H 0.39161 2.58781 -1.00901
H -1.05874 2.13553 -1.93393
H 0.37524 1.02104 -1.67437
H -0.45691 1.44332 2.00355
H -2.04467 2.52186 1.51194
H -0.49681 2.97153 1.02561

Record 12
22
Properties=species:S:1:pos:R:3 method="wB97M-V/def2-TZVPD" gap_ev=6.811 multiplicity=1 charge=-1 e_homo_ev=-3.77
C 1.75889 0.73059 -1.08850
C 2.73337 1.46575 -1.98154
O 2.31518 2.46474 -2.48666
O 3.87802 0.96034 -1.97737
H 1.79215 1.17581 -0.12867
H 1.99854 -0.39907 -1.13102
H 0.72256 0.79087 -1.35623
C -1.26282 0.50176 -0.34474
C -2.31401 -0.35828 -1.03458
C -0.71266 -0.13567 0.87323
C 0.20995 -1.09845 0.96771
C -0.92728 -0.82795 2.99327
N -1.33150 0.08405 2.12545
N 0.13964 -1.47950 2.36646
H -0.47434 0.70942 -1.05275
H -1.54615 1.45809 -0.10333
H -2.82681 -0.98677 -0.39495
H 0.99366 -1.48137 0.47629
H -1.11857 -0.74376 3.98411
H 0.68442 -2.02209 2.80431
H -1.82568 -1.00651 -1.75926
H -2.88658 0.19800 -1.75124